Record 1
{
  "formula": "C3H8N2O",
  "method": "ωB97M-V/def2-TZVPD",
  "lumo_energy_ev": 0.9,
  "homo_lumo_gap_ev": 10.228,
  "smiles": "C[C@@H](N)C(N)=O",
  "e_tot_ev": -8268.8509,
  "symbols": ["C", "C", "N", "C", "N", "O", "H", "H", "H", "H", "H", "H", "H", "H"],
  "xyz": [[0.8630, -0.9233, 1.4007], [-0.2415, -0.2060, 0.6578], [-0.6586, 1.0624, 1.2520], [0.0518, -0.0959, -0.8435], [-0.6818, 0.8643, -1.5175], [0.7675, -0.9034, -1.3939], [1.7655, -0.3166, 1.4249], [1.1486, -1.8798, 0.9749], [0.5495, -1.0986, 2.4266], [-1.1422, -0.8343, 0.6174], [-1.4289, 0.9019, 1.8811], [0.0644, 1.4752, 1.8305], [-0.6773, 0.7308, -2.5205], [-0.5863, 1.8064, -1.1810]],
  "mulliken_charge": [-1.369, 0.705, -0.660, 0.122, -0.429, -0.583, 0.339, 0.342, 0.376, 0.178, 0.251, 0.230, 0.259, 0.237]
}

Record 2
{
  "formula": "C2H5NO",
  "method": "ωB97M-V/def2-TZVPD",
  "lumo_energy_ev": 0.9,
  "homo_lumo_gap_ev": 10.999,
  "smiles": "C=N.C=O",
  "e_tot_ev": -5690.7091,
  "symbols": ["C", "N", "H", "H", "H", "C", "O", "H", "H"],
  "xyz": [[-2.8754, 0.2015, 0.1776], [-2.2601, 0.5345, -0.8705], [-3.8005, 0.6733, 0.5277], [-2.4961, -0.6131, 0.7778], [-2.7048, 1.3518, -1.2887], [2.4707, -0.1078, 0.7892], [2.8276, -0.6941, -0.1800], [2.8455, -0.3505, 1.8137], [1.7134, 0.6951, 0.8598]],
  "mulliken_charge": [-0.253, -0.455, 0.214, 0.255, 0.242, -0.030, -0.372, 0.190, 0.209]
}

Record 3
{
  "formula": "C26H25Cl44FIN3O2S",
  "method": "ωB97M-V/def2-TZVPD",
  "lumo_energy_ev": -1.2,
  "homo_lumo_gap_ev": 6.774,
  "e_tot_ev": -608556.7322,
  "symbols": ["C", "C", "C", "C", "N", "C", "C", "C", "N", "C", "C", "C", "F", "C", "S", "I", "C", "C", "C", "N", "C", "O", "O", "H", "H", "H", "H", "H", "H", "H", "H", "H", "H", "H", "H", "H", "H", "H", "H", "H", "H", "H", "H", "H", "H", "H", "H", "H", "C", "Cl", "Cl", "Cl", "Cl", "C", "Cl", "Cl", "Cl", "Cl", "C", "Cl", "Cl", "Cl", "Cl", "C", "Cl", "Cl", "Cl", "Cl", "C", "Cl", "Cl", "Cl", "Cl", "C", "Cl", "Cl", "Cl", "Cl", "C", "Cl", "Cl", "Cl", "Cl", "C", "Cl", "Cl", "Cl", "Cl", "C", "Cl", "Cl", "Cl", "Cl", "C", "Cl", "Cl", "Cl", "Cl", "C", "Cl", "Cl", "Cl", "Cl"],
  "xyz": [[5.9099, -3.2115, -0.0308], [5.4883, -1.6379, 0.1556], [3.9114, -1.3732, 0.5065], [3.7383, -0.0087, 1.4573], [2.9726, -1.3759, -0.6787], [3.1050, -0.4563, -1.7230], [4.1583, 0.7827, -1.9311], [3.5260, 2.1196, -2.6437], [4.2163, 3.3987, -2.2102], [2.0581, -0.5634, -3.0172], [2.9492, -1.3436, -4.1506], [3.4872, -0.4012, -5.3819], [4.8094, 0.2178, -5.1196], [0.8946, -1.4276, -2.1831], [-0.3293, -2.3685, -3.2440], [-0.3812, 0.2643, -1.4814], [1.7833, -2.2366, -1.0459], [0.6750, -2.6531, 0.0866], [0.6636, -1.7177, 1.4329], [-0.4537, -0.9996, 1.8180], [2.4234, -3.7174, -1.4725], [3.0332, -4.5437, -0.5855], [2.3820, -4.2450, -2.8764], [7.0857, -3.2808, -0.2085], [5.5437, -3.9275, 0.8282], [5.4313, -3.5601, -1.0674], [6.1099, -1.2392, 1.0937], [5.9031, -1.0557, -0.7704], [3.5683, -2.2726, 1.2087], [3.2206, -0.2673, 2.4874], [4.7350, 0.5966, 1.5664], [2.9633, 0.6672, 0.8701], [4.6509, 1.1580, -0.9104], [5.0668, 0.3594, -2.5733], [3.5780, 2.0751, -3.8355], [2.3636, 2.2484, -2.4049], [4.7566, 3.7698, -3.0245], [3.4578, 4.1144, -2.0496], [1.4413, 0.3895, -3.3127], [3.8396, -1.9343, -3.6181], [2.2681, -2.1994, -4.6282], [3.6465, -1.1325, -6.3106], [2.6892, 0.4072, -5.7460], [-1.0648, -1.3586, -3.9439], [-0.4286, -2.5941, -0.3652], [0.7736, -3.7795, 0.4698], [1.6141, -1.6930, 2.1153], [-1.2161, -1.1664, 1.1035], [-2.6161, 3.1049, -4.2987], [-1.4301, 3.9720, -5.3066], [-4.2602, 3.4300, -4.9037], [-2.2915, 1.3545, -4.3726], [-2.4829, 3.6629, -2.6119], [-2.0602, -1.4335, 5.2120], [-3.3163, -0.8752, 4.0783], [-1.2005, -2.8259, 4.5072], [-0.9035, -0.1125, 5.5144], [-2.8205, -1.9204, 6.7480], [-8.0602, 3.3768, -7.0053], [-8.2585, 1.6079, -7.0835], [-7.0198, 3.7972, -5.6213], [-7.3073, 3.9573, -8.5122], [-9.6552, 4.1449, -6.8041], [8.1448, -6.5991, 1.4331], [9.3309, -5.7320, 0.4252], [6.5008, -6.2740, 0.8281], [8.4695, -8.3494, 1.3592], [8.2781, -6.0410, 3.1199], [0.0448, -0.3697, 9.5463], [1.4243, -0.2221, 8.4284], [-1.2705, 0.7069, 9.0120], [-0.5340, -2.0548, 9.5562], [0.5594, 0.0912, 11.1886], [-4.7552, -1.4259, 10.4093], [-6.0112, -0.8676, 9.2757], [-3.8955, -2.8183, 9.7046], [-3.5985, -0.1048, 10.7117], [-5.5155, -1.9128, 11.9453], [-9.2552, 6.1395, -11.2753], [-10.5726, 7.2504, -11.7279], [-9.3384, 5.7999, -9.5282], [-9.4234, 4.6168, -12.1850], [-7.6862, 6.8909, -11.6601], [8.4274, -3.3297, 6.6531], [9.2612, -4.1602, 7.9908], [9.2619, -1.7972, 6.2933], [8.4445, -4.3692, 5.2061], [6.7420, -2.9923, 7.1220], [0.9274, 4.4566, 10.8190], [-0.2186, 3.2715, 10.1432], [0.4662, 4.8387, 12.4971], [2.5721, 3.7719, 10.7963], [0.8899, 5.9444, 9.8394], [-13.4726, 8.9308, -14.0843], [-14.7287, 9.4891, -15.2179], [-12.6129, 7.5384, -14.7890], [-12.3159, 10.2519, -13.7818], [-14.2329, 8.4439, -12.5483], [-5.9287, -4.2161, 6.0597], [-5.3710, -2.7424, 5.2278], [-6.6530, -5.3301, 4.8727], [-4.5447, -5.0104, 6.8522], [-7.1460, -3.7813, 7.2859]],
  "mulliken_charge": [-0.701, -0.617, -0.066, -0.997, 0.801, -0.319, -0.778, -0.207, -0.713, 0.053, -0.435, -0.362, -0.316, -1.371, 0.072, 0.147, 1.179, -0.642, -0.058, -0.464, 0.037, -0.636, -0.677, 0.277, 0.196, 0.223, 0.360, 0.133, 0.505, 0.240, 0.377, 0.244, 0.204, 0.371, 0.207, 0.225, 0.290, 0.277, 0.594, 0.241, 0.465, 0.302, 0.232, 0.110, 0.393, 0.333, 0.151, 0.208, 0.229, -0.105, -0.014, -0.047, -0.100, 0.232, -0.150, -0.106, -0.100, 0.142, 0.384, -0.100, -0.076, -0.080, -0.117, 0.367, -0.119, -0.045, -0.097, -0.102, 0.287, -0.080, -0.111, -0.044, -0.071, 0.269, -0.081, -0.065, -0.031, -0.096, 0.260, -0.033, -0.017, -0.105, -0.100, 0.328, -0.096, -0.101, -0.061, -0.085, 0.286, 0.018, -0.103, -0.098, -0.104, 0.326, -0.103, -0.073, -0.084, -0.083, 0.273, -0.040, -0.102, -0.082, -0.079]
}

Record 4
{
  "formula": "C6H12N2",
  "method": "ωB97M-V/def2-TZVPD",
  "lumo_energy_ev": 0.9,
  "homo_lumo_gap_ev": 9.498,
  "smiles": "Cc1c[nH]cn1.CC",
  "e_tot_ev": -9394.8222,
  "symbols": ["C", "C", "C", "N", "C", "N", "H", "H", "H", "H", "H", "H", "C", "C", "H", "H", "H", "H", "H", "H"],
  "xyz": [[2.4599, 0.7913, 1.8026], [1.3598, 0.1857, 1.1661], [0.0745, -0.1667, 1.3892], [-0.3441, -1.1700, 0.4418], [0.6846, -1.1707, -0.4877], [1.6915, -0.3944, -0.0507], [2.8644, 0.0169, 2.5535], [2.0068, 1.7186, 2.3278], [3.3159, 1.1719, 1.1623], [-0.6537, 0.0598, 2.2603], [-1.2700, -1.4710, 0.2431], [0.9274, -2.0031, -1.2637], [-1.9737, 0.4058, -1.3484], [-2.8989, 1.1016, -2.3586], [-2.4219, -0.3902, -0.7786], [-1.2495, -0.1534, -1.8683], [-1.7145, 1.1780, -0.7093], [-2.5804, 2.0498, -2.5036], [-2.9802, 0.6195, -3.3014], [-3.9140, 1.2722, -1.8391]],
  "mulliken_charge": [-0.936, 0.699, -0.517, -0.071, -0.206, -0.556, 0.194, 0.257, 0.287, 0.285, 0.290, 0.291, -0.764, -1.144, 0.252, 0.334, 0.338, 0.368, 0.347, 0.252]
}